(1)
The following is a DFT calculation (ωB97M-V/def2-TZVPD) of a cluster of 19 separate species, C11H60NO18 in total in a non-equilibrium geometry.

Calculated values
Energy relative to the best compared isomer or geometry (same formula, charge and spin)   1.0250 eV
Gap between HOMO and LUMO   9.982 eV
HOMO   -12.46 eV
Electronic energy   -1863.684821 a.u.
Charge   +1

Cartesian coordinates (Å):
C -3.624 -0.372 0.987
C -2.868 0.951 0.837
C -1.374 0.654 0.258
C -0.524 -0.098 1.308
N 0.833 -0.405 0.638
C 0.668 -1.276 -0.577
C 2.081 -1.875 -0.708
C 2.755 -1.885 0.705
C 1.727 -1.233 1.536
C 1.538 0.880 0.279
C 1.635 1.975 1.360
C 2.562 3.159 1.129
H -4.629 0.028 1.298
H -3.197 -1.103 1.846
H -3.850 -0.948 0.114
H -2.671 1.243 1.889
H -3.336 1.581 0.128
H -1.065 1.703 -0.021
H -1.455 0.097 -0.818
H -0.873 -1.252 1.645
H -0.419 0.517 2.115
H 0.424 -0.709 -1.405
H 0.008 -1.972 -0.208
H 2.536 -1.489 -1.593
H 2.065 -2.941 -0.982
H 3.617 -1.289 0.843
H 3.128 -2.797 1.091
H 2.004 -0.594 2.372
H 0.981 -1.928 2.046
H 1.316 1.159 -0.727
H 2.475 0.504 -0.024
H 1.670 1.393 2.426
H 0.714 2.344 1.417
H 3.624 3.212 1.479
H 2.116 4.001 1.621
H 2.545 3.748 0.022
O 5.413 1.576 -0.447
H 6.214 2.008 -0.244
H 5.340 1.029 0.228
O -3.122 1.005 -2.643
H -3.089 0.716 -3.484
H -3.104 2.066 -2.901
O -1.621 -3.611 2.551
H -1.686 -4.403 2.882
H -1.787 -3.110 3.356
O -6.687 2.196 0.825
H -5.867 2.169 1.459
H -6.683 1.517 0.125
O 1.717 -0.087 -4.380
H 1.243 -0.755 -4.931
H 1.142 0.549 -3.887
O -0.211 1.454 -3.124
H -0.402 2.322 -3.011
H -0.956 1.050 -2.839
O -5.680 0.895 -1.836
H -4.732 0.954 -2.043
H -5.718 0.096 -2.332
O 5.091 0.451 2.214
H 5.456 -0.262 2.802
H 4.795 1.023 2.901
O -0.265 3.997 -2.201
H -0.591 4.331 -1.260
H 0.101 4.658 -2.800
O 1.094 -4.768 2.938
H 1.501 -4.951 2.033
H 0.174 -4.659 2.840
O 2.999 5.606 -1.635
H 2.930 5.944 -0.649
H 3.399 6.476 -1.939
O -0.535 -0.735 4.535
H -0.962 0.078 4.841
H 0.140 -0.718 5.152
O 3.199 1.821 -2.264
H 4.084 1.743 -2.034
H 2.888 0.950 -2.623
O 2.092 -4.997 -3.205
H 1.915 -5.895 -3.486
H 2.758 -4.962 -2.508
O -2.674 -3.401 -0.054
H -2.282 -3.270 0.929
H -2.013 -3.705 -0.590
O -5.206 -3.462 -0.924
H -4.532 -3.133 -0.430
H -5.773 -2.841 -0.602
O -1.267 4.236 1.592
H -1.380 4.680 0.666
H -0.761 4.737 2.142
O -0.029 -4.255 -1.266
H 0.337 -4.455 -2.180
H 0.437 -4.872 -0.594


(2)
The following is a DFT calculation (ωB97M-V/def2-TZVPD) of a structure of composition C41H64Cl3DyIN7OP in a non-equilibrium geometry.

Calculated values
Energy relative to the best compared isomer or geometry (same formula, charge and spin)   0.0000 eV
2S+1   6
Gap between HOMO and LUMO (alpha / beta)   7.427 / 7.535 eV
HOMO (alpha / beta)   -10.02 / -10.02 eV
Electronic energy   -4963.727647 a.u.
Expectation value of S²   9.33
Charge   +1

Cartesian coordinates (Å):
Dy 1.570 -1.554 -1.525
Cl -2.589 -7.598 -1.189
C -1.295 -6.480 -1.161
C -1.456 -5.162 -0.650
C -0.385 -4.284 -0.812
Cl -0.533 -2.607 -0.144
C 0.779 -4.603 -1.533
O 1.770 -3.763 -1.784
C 0.893 -5.947 -1.979
Cl 2.295 -6.466 -2.768
C -0.128 -6.843 -1.796
H -2.412 -4.839 -0.162
H -0.067 -7.893 -2.073
C 0.124 -2.960 3.284
N 1.018 -2.157 2.488
C 0.736 -0.737 2.518
C 2.143 -2.526 1.745
N 2.537 -1.679 0.738
C 3.856 -1.211 0.700
C 4.524 -0.908 1.894
C 5.858 -0.515 1.884
C 6.519 -0.504 0.639
C 5.893 -0.815 -0.560
C 4.499 -0.977 -0.581
N 3.759 -0.963 -1.776
C 4.259 -0.524 -3.006
N 4.070 -1.343 -4.109
C 3.989 -2.751 -3.890
C 3.501 -0.820 -5.316
N 4.824 0.684 -3.130
C 4.584 1.734 -2.175
C 5.805 1.010 -4.161
N 2.653 -3.747 1.948
C 3.676 -4.310 1.040
C 2.492 -4.527 3.177
H -0.891 -2.775 2.918
H 0.203 -2.661 4.343
H 0.297 -4.035 3.121
H 0.517 -0.504 3.577
H -0.127 -0.470 1.889
H 1.598 -0.175 2.149
H 3.981 -1.074 2.837
H 6.385 -0.265 2.833
H 7.613 -0.258 0.630
H 6.475 -0.694 -1.507
H 3.230 -3.041 -3.133
H 5.005 -3.167 -3.633
H 3.734 -3.245 -4.808
H 3.555 0.288 -5.409
H 2.441 -1.100 -5.411
H 4.023 -1.220 -6.193
H 3.699 1.564 -1.552
H 4.472 2.666 -2.748
H 5.486 1.824 -1.506
H 6.113 0.123 -4.680
H 6.731 1.407 -3.637
H 5.421 1.704 -4.904
H 3.362 -4.176 -0.013
H 3.734 -5.442 1.183
H 4.694 -3.868 1.193
H 2.369 -3.880 4.046
H 3.384 -5.117 3.256
H 1.685 -5.247 3.080
I -0.441 -1.737 -4.011
N 0.608 2.009 -2.218
C 0.945 0.938 -1.877
H 0.236 2.904 -2.599
C -5.050 1.684 4.622
C -5.371 0.563 3.517
C -4.350 0.636 2.350
C -3.638 1.954 2.175
C -2.751 2.178 3.474
C -3.521 1.913 4.792
P -2.570 1.840 0.577
C -3.928 1.981 -0.772
C -3.992 0.602 -1.383
C -4.631 0.609 -2.780
C -5.737 1.705 -2.899
C -6.399 2.008 -1.518
C -5.376 2.405 -0.383
C -1.784 3.583 0.355
C -2.733 4.708 0.898
C -1.973 5.983 1.360
C -0.614 6.230 0.639
C 0.350 4.998 0.786
C -0.383 3.643 0.989
H -5.574 1.426 5.565
H -5.568 2.598 4.305
H -6.400 0.655 3.142
H -5.317 -0.447 4.007
H -4.813 0.326 1.402
H -3.619 -0.154 2.550
H -4.351 2.810 2.105
H -2.404 3.198 3.441
H -1.884 1.545 3.359
H -3.285 2.788 5.414
H -3.083 1.003 5.212
H -3.632 2.689 -1.513
H -4.542 -0.067 -0.713
H -2.998 0.206 -1.375
H -5.145 -0.345 -2.935
H -3.966 0.778 -3.637
H -6.565 1.408 -3.610
H -5.366 2.631 -3.422
H -6.992 1.113 -1.267
H -7.145 2.836 -1.644
H -5.656 1.865 0.557
H -5.340 3.449 -0.168
H -1.755 3.769 -0.719
H -3.275 4.356 1.766
H -3.474 4.977 0.131
H -1.730 5.917 2.439
H -2.645 6.851 1.139
H -0.164 7.155 1.028
H -0.804 6.499 -0.434
H 1.024 5.168 1.633
H 1.029 4.891 -0.087
H -0.509 3.428 2.054
H 0.102 2.765 0.485


(3)
The following is a DFT calculation (ωB97M-V/def2-TZVPD) of a structure of composition C6H8N2OS in a non-equilibrium geometry.

Calculated values
Energy relative to the best compared isomer or geometry (same formula, charge and spin)   2.1494 eV
Gap between HOMO and LUMO   8.978 eV
HOMO   -8.84 eV
Electronic energy   -816.306123 a.u.

Cartesian coordinates (Å):
C 0.608 -2.083 0.121
C 1.715 -1.333 -0.262
C 0.041 -0.137 0.385
C -0.878 1.038 0.433
C 1.987 1.157 -0.447
C -2.289 0.895 0.628
N -0.461 -1.373 0.536
N 1.273 -0.054 -0.102
O -0.388 2.101 0.233
S -3.226 -0.579 -0.311
H 0.477 -3.200 0.209
H 2.508 -1.720 -0.848
H -2.884 0.708 1.608
H 3.027 0.839 -0.752
H 1.457 1.541 -1.379
H 1.982 2.017 0.299
H -2.733 1.727 0.112
H -2.216 -1.544 -0.461


(4)
The following is a DFT calculation (ωB97M-V/def2-TZVPD) of the ion C6H14NO2 with charge +1 in a non-equilibrium geometry.

Calculated values
Energy relative to the best compared isomer or geometry (same formula, charge and spin)   2.6340 eV
Gap between HOMO and LUMO   11.081 eV
HOMO   -14.14 eV
Electronic energy   -441.889100 a.u.
Charge   +1
SMILES string   CO[C@H](C=O)[N+](C)(C)C

Cartesian coordinates (Å):
C 2.051 -1.342 -0.933
O 1.666 -0.130 -0.280
C 0.437 0.430 -0.599
C 0.749 1.953 -0.696
O 0.297 2.664 0.131
N -0.711 0.059 0.321
C -1.890 1.039 0.163
C -0.200 0.084 1.778
C -1.062 -1.286 -0.021
H 1.518 -1.456 -1.805
H 1.956 -2.118 -0.179
H 3.138 -1.247 -1.069
H 0.200 0.216 -1.654
H 1.505 2.124 -1.592
H -2.025 1.305 -0.925
H -2.668 0.410 0.621
H -1.728 2.058 0.749
H 0.777 -0.600 1.881
H 0.203 1.189 2.100
H -0.835 -0.280 2.542
H -0.287 -1.915 0.207
H -1.868 -1.783 0.427
H -1.222 -1.374 -1.167


(5)
The following is a DFT calculation (ωB97M-V/def2-TZVPD) of a structure of composition C38H34FN2O4PS2Se2V.

Calculated values
Energy relative to the best compared isomer or geometry (same formula, charge and spin)   0.7220 eV
2S+1   3
Gap between HOMO and LUMO (alpha / beta)   6.987 / 7.164 eV
HOMO (alpha / beta)   -4.84 / -5.12 eV
Electronic energy   -8863.635169 a.u.
Expectation value of S²   2.02
Charge   -1

Cartesian coordinates (Å):
V 0.230 -1.141 -0.874
C -1.172 -1.689 -3.752
C -2.106 -1.927 -2.607
C -3.350 -2.561 -2.817
C -4.186 -2.754 -1.763
C -3.830 -2.297 -0.473
C -4.673 -2.445 0.647
C -4.273 -1.943 1.856
C -3.042 -1.282 1.988
C -2.183 -1.115 0.920
S -0.690 -0.215 1.098
C -2.583 -1.653 -0.335
N -1.747 -1.523 -1.411
H -1.235 -2.496 -4.482
H -0.133 -1.589 -3.434
H -1.450 -0.747 -4.229
H -3.609 -2.884 -3.816
H -5.141 -3.252 -1.893
H -5.627 -2.945 0.529
H -4.911 -2.045 2.727
H -2.756 -0.877 2.951
Se 0.340 1.348 -2.083
P -1.616 2.301 -1.951
Se -3.385 1.308 -2.619
C -1.815 2.878 -0.217
C -0.721 3.417 0.455
C -0.860 3.885 1.752
C -2.090 3.805 2.395
C -3.179 3.260 1.731
C -3.043 2.803 0.425
C -1.491 3.909 -2.828
C -0.314 4.351 -3.418
C -0.271 5.589 -4.050
C -1.399 6.394 -4.088
C -2.578 5.956 -3.495
C -2.625 4.719 -2.873
H 0.245 3.447 -0.036
H -0.001 4.300 2.267
H -2.194 4.159 3.415
H -4.138 3.184 2.229
H -3.883 2.359 -0.097
H 0.565 3.721 -3.386
H 0.650 5.921 -4.514
H -1.364 7.358 -4.580
H -3.465 6.578 -3.525
H -3.548 4.361 -2.433
F 0.829 -7.173 0.654
C 0.679 -5.857 0.346
C 0.489 -4.951 1.368
C 0.333 -3.607 1.038
C 0.363 -3.158 -0.285
C 0.565 -4.124 -1.277
C 0.724 -5.475 -0.978
H 0.465 -5.297 2.395
H 0.176 -2.892 1.840
H 0.622 -3.832 -2.322
H 0.888 -6.218 -1.749
C 0.550 1.613 4.189
C 1.798 0.888 3.774
C 2.968 1.585 3.463
C 4.097 0.919 3.016
C 4.051 -0.461 2.874
C 2.906 -1.175 3.184
C 1.791 -0.497 3.642
S 5.441 -1.338 2.249
O 5.029 -2.706 2.076
O 6.624 -1.073 3.024
N 5.675 -0.560 0.813
C 4.574 -0.526 -0.166
C 4.280 -1.825 -0.915
C 3.023 -1.695 -1.771
O 2.918 -2.218 -2.864
O 2.098 -0.963 -1.211
H 0.778 2.598 4.599
H -0.005 1.043 4.936
H -0.109 1.746 3.326
H 2.987 2.665 3.561
H 5.001 1.460 2.761
H 2.889 -2.247 3.037
H 0.885 -1.049 3.858
H 6.583 -0.828 0.449
H 4.800 0.279 -0.864
H 3.677 -0.222 0.365
H 4.096 -2.620 -0.190
H 5.107 -2.136 -1.553


(6)
The following is a DFT calculation (ωB97M-V/def2-TZVPD) of a cluster of 2 separate species, C4H6N2O2 in total in a non-equilibrium geometry.

Calculated values
Energy relative to the best compared isomer or geometry (same formula, charge and spin)   4.3379 eV
Gap between HOMO and LUMO (alpha / beta)   8.074 / 8.358 eV
HOMO (alpha / beta)   -9.23 / -8.67 eV
Electronic energy   -415.881205 a.u.

Cartesian coordinates (Å):
C -1.753 0.844 -0.002
C 0.049 -1.019 -0.292
C 1.265 1.200 0.540
C -1.175 -0.375 0.377
N -2.268 1.759 -0.493
N 0.454 -0.593 -1.512
O 0.566 -1.950 0.260
O -1.513 -1.010 1.490
H 0.915 1.760 1.500
H 1.976 0.519 0.784
H 1.020 1.375 -0.488
H 0.197 0.314 -1.777
H 1.219 -1.057 -1.868
H -0.950 -1.768 1.481


(7)
The following is a DFT calculation (ωB97M-V/def2-TZVPD) of the molecule C4H8O2.

Calculated values
Energy relative to the best compared isomer or geometry (same formula, charge and spin)   1.6096 eV
Gap between HOMO and LUMO   10.704 eV
HOMO   -9.74 eV
Electronic energy   -307.653279 a.u.
SMILES string   CCOCC=O

Cartesian coordinates (Å):
C -1.941 -0.463 -0.428
C -0.563 0.000 -0.856
O -0.075 0.942 0.088
C 1.306 0.856 0.308
C 1.629 -0.301 1.240
O 2.698 -0.855 1.294
H -2.614 0.391 -0.310
H -1.886 -0.988 0.531
H -2.365 -1.140 -1.176
H 0.117 -0.863 -0.922
H -0.595 0.468 -1.851
H 1.618 1.785 0.801
H 1.893 0.758 -0.617
H 0.779 -0.589 1.899


(8)
The following is a DFT calculation (ωB97M-V/def2-TZVPD) of a cluster of 2 separate species, C3H8NO2 in total in a non-equilibrium geometry.

Calculated values
Energy relative to the best compared isomer or geometry (same formula, charge and spin)   1.6755 eV
2S+1   2
Gap between HOMO and LUMO (alpha / beta)   8.423 / 4.979 eV
HOMO (alpha / beta)   -19.58 / -19.53 eV
Electronic energy   -323.514400 a.u.
Expectation value of S²   0.75
Charge   +2

Cartesian coordinates (Å):
O -0.153 0.215 1.737
C -0.738 1.156 2.246
O -1.887 1.563 1.781
H -0.402 1.865 3.015
H -2.036 2.516 1.863
C 0.451 -1.055 -1.588
C 0.982 0.025 -2.236
N 0.414 -1.332 -0.162
H -0.178 -1.736 -2.178
H 0.571 0.442 -3.164
H 1.886 0.513 -1.889
H -0.350 -2.012 -0.072
H 0.169 -0.419 0.401
H 1.272 -1.740 0.247


(9)
The following is a DFT calculation (ωB97M-V/def2-TZVPD) of a structure of composition C3H2CaO3 in a non-equilibrium geometry.

Calculated values
Energy relative to the best compared isomer or geometry (same formula, charge and spin)   0.6934 eV
Gap between HOMO and LUMO   4.749 eV
HOMO   -5.91 eV
Electronic energy   -1018.772048 a.u.

Cartesian coordinates (Å):
O -2.987 -2.008 3.091
C -2.059 -1.497 2.649
O -1.060 -0.964 2.350
O -0.257 0.025 -0.916
C 0.932 0.705 -0.948
C 1.488 1.157 -2.097
H 2.394 1.766 -2.075
H 1.124 0.832 -3.084
Ca 0.424 -0.016 1.030


(10)
The following is a DFT calculation (ωB97M-V/def2-TZVPD) of a cluster of 2 separate species, C8H8N2O5 in total in a non-equilibrium geometry.

Calculated values
Energy relative to the best compared isomer or geometry (same formula, charge and spin)   8.9706 eV
Gap between HOMO and LUMO (alpha / beta)   5.994 / 5.993 eV
HOMO (alpha / beta)   -7.83 / -7.83 eV
Electronic energy   -795.021253 a.u.

Cartesian coordinates (Å):
C -0.757 0.380 -3.241
C -1.393 0.987 -2.172
C 0.271 -0.517 -2.973
C -1.037 0.674 -0.875
C 0.652 -0.813 -1.688
C 0.020 -0.322 -0.579
C 1.170 -1.929 0.967
C 0.317 -0.637 0.789
N -0.543 2.749 3.001
N 0.084 0.159 1.843
O -1.630 3.125 3.019
O -0.615 1.284 1.757
O 0.508 2.827 3.373
O 0.448 -0.155 3.041
O 1.154 -2.622 2.198
H -1.049 0.661 -4.264
H -2.342 1.405 -2.432
H 0.888 -0.860 -3.844
H -1.715 1.069 -0.085
H 1.536 -1.421 -1.640
H 2.155 -1.456 0.588
H 0.697 -2.600 0.208
H 1.183 -1.990 3.005


(11)
The following is a DFT calculation (ωB97M-V/def2-TZVPD) of a structure of composition CH2AlO4 in a non-equilibrium geometry.

Calculated values
Energy relative to the best compared isomer or geometry (same formula, charge and spin)   6.9951 eV
Gap between HOMO and LUMO   3.694 eV
HOMO   -14.53 eV
Electronic energy   -582.182737 a.u.
Charge   +1

Cartesian coordinates (Å):
Al 0.403 1.005 1.100
O -0.746 2.501 3.011
H -1.092 2.890 3.835
O 0.387 -1.939 -2.302
C 0.504 -1.015 -1.394
O -0.540 -0.495 -0.820
O 1.571 -0.633 -0.940
H -0.488 -2.314 -2.489


(12)
The following is a DFT calculation (ωB97M-V/def2-TZVPD) of a structure of composition C20H19AsN2O2PdS3Sb in a non-equilibrium geometry.

Calculated values
2S+1   2
Gap between HOMO and LUMO (alpha / beta)   5.614 / 4.716 eV
HOMO (alpha / beta)   -14.09 / -14.09 eV
Electronic energy   -4831.339067 a.u.
Expectation value of S²   0.76
Charge   +2

Cartesian coordinates (Å):
Pd -2.297 0.691 0.286
C -1.815 -3.420 3.477
O -2.294 -3.476 2.129
C -2.114 -2.453 1.336
O -1.596 -1.372 1.645
N -2.503 -2.711 0.064
N -2.382 -1.711 -0.914
H -1.724 -4.456 3.795
H -2.537 -2.898 4.103
H -0.854 -2.910 3.530
H -2.994 -3.577 -0.134
H -3.268 -1.606 -1.422
H -1.668 -1.972 -1.600
S -4.457 0.493 -1.159
Sb -5.320 1.868 0.662
S -3.756 0.809 2.194
S -3.430 3.002 -0.392
C 5.268 -0.162 0.790
C 4.746 -1.374 0.361
C 3.373 -1.538 0.274
C 2.539 -0.464 0.568
C 3.049 0.742 1.029
C 4.426 0.895 1.104
As 0.577 -0.703 0.225
C -0.117 1.081 0.532
C -0.338 1.701 1.774
C -0.588 3.071 1.820
C -0.610 3.825 0.648
C -0.441 3.224 -0.591
C -0.219 1.842 -0.675
C 0.030 1.064 -1.888
C -0.058 1.536 -3.197
C 0.214 0.685 -4.256
C 0.618 -0.626 -4.032
C 0.733 -1.108 -2.734
C 0.453 -0.265 -1.675
H 6.337 -0.050 0.917
H 5.401 -2.196 0.117
H 2.949 -2.491 -0.031
H 2.394 1.564 1.294
H 4.834 1.842 1.424
H -0.243 1.118 2.687
H -0.731 3.557 2.773
H -0.774 4.890 0.696
H -0.476 3.823 -1.489
H -0.346 2.561 -3.381
H 0.111 1.047 -5.268
H 0.840 -1.271 -4.869
H 1.056 -2.127 -2.548